1.
{
  "formula": "C23H23N3O2S2",
  "method": "wB97M-V/def2-TZVPD",
  "elements": ["O", "C", "C", "S", "C", "S", "N", "C", "C", "C", "C", "C", "N", "C", "N", "C", "C", "C", "C", "C", "C", "C", "C", "C", "C", "C", "C", "C", "C", "O", "H", "H", "H", "H", "H", "H", "H", "H", "H", "H", "H", "H", "H", "H", "H", "H", "H", "H", "H", "H", "H", "H", "H"],
  "coordinates": [[4.6910, 2.5780, -1.2769], [3.5895, 2.1067, -1.1293], [3.1443, 0.8141, -1.7451], [3.0337, -0.4832, -0.4833], [1.7595, -1.5273, -1.1754], [1.0361, -1.1656, -2.6054], [1.4545, -2.6034, -0.4443], [0.6479, -3.6769, -0.9875], [1.5536, -4.8408, -1.3906], [2.3626, -5.3133, -0.1849], [3.1311, -4.1413, 0.4220], [2.1629, -3.0036, 0.7504], [2.6576, 2.7874, -0.3762], [1.3483, 2.4895, -0.1264], [0.7151, 1.3803, -0.3271], [-0.5763, 1.6222, 0.0752], [-1.5951, 0.5891, -0.0696], [-1.3152, -0.7136, 0.3297], [-2.2666, -1.7045, 0.1765], [-3.4960, -1.4094, -0.3876], [-3.7743, -0.1159, -0.7984], [-2.8311, 0.8816, -0.6404], [-0.6562, 2.9160, 0.5349], [-1.7084, 3.7121, 1.1306], [-2.8252, 3.1127, 1.7153], [-3.8140, 3.8939, 2.2802], [-3.7045, 5.2757, 2.2793], [-2.5916, 5.8765, 1.7143], [-1.5987, 5.1036, 1.1450], [0.5947, 3.4709, 0.3958], [2.1431, 0.8843, -2.1822], [3.8770, 0.5016, -2.4900], [0.0859, -3.3010, -1.8424], [-0.0538, -4.0012, -0.2134], [0.9449, -5.6544, -1.7862], [2.2278, -4.5043, -2.1803], [3.0563, -6.1002, -0.4842], [1.6858, -5.7305, 0.5651], [3.6503, -4.4518, 1.3291], [3.8738, -3.7761, -0.2892], [2.6945, -2.1506, 1.1722], [1.4206, -3.3482, 1.4793], [2.9675, 3.6856, -0.0219], [-0.3524, -0.9318, 0.7657], [-2.0526, -2.7128, 0.4997], [-4.2355, -2.1868, -0.5110], [-4.7290, 0.1153, -1.2474], [-3.0421, 1.8895, -0.9667], [-2.9059, 2.0370, 1.7333], [-4.6747, 3.4212, 2.7298], [-4.4813, 5.8811, 2.7217], [-2.4979, 6.9525, 1.7164], [-0.7318, 5.5700, 0.7015]],
  "energy_ha": -2001.41119,
  "smiles": "O=C(CSC(=S)N1CCCCC1)Nc1nc(-c2ccccc2)c(-c2ccccc2)o1",
  "lumo_ev": 0.471
}

2.
{
  "formula": "C3H10OSSi",
  "method": "wB97M-V/def2-TZVPD",
  "elements": ["C", "C", "C", "O", "Si", "S", "H", "H", "H", "H", "H", "H", "H", "H", "H", "H"],
  "coordinates": [[-0.8428, 0.2103, -1.6633], [1.6315, 0.9584, 0.8389], [-0.3129, -0.6178, -0.5096], [2.1114, -1.5033, 0.1895], [-1.4350, -0.4460, 1.0487], [1.4933, -0.3252, -0.3751], [-1.4016, -0.3813, -2.3848], [-0.0515, 0.7268, -2.2784], [-1.5025, 1.0160, -1.2977], [2.7075, 1.2214, 0.9103], [1.3351, 0.4264, 1.7950], [1.1118, 1.7256, 0.3264], [-0.2390, -1.6333, -0.8223], [-2.6839, -1.4166, 1.0102], [-1.3830, 1.0577, 1.1516], [-0.5383, -1.0193, 2.0606]],
  "energy_ha": -883.13080,
  "lumo_ev": 0.741
}

3.
{
  "formula": "C4H8O",
  "method": "wB97M-V/def2-TZVPD",
  "elements": ["C", "C", "C", "C", "H", "H", "H", "H", "H", "H", "O", "H", "H"],
  "coordinates": [[-0.9948, -0.9792, 0.5364], [-0.8966, 0.3385, -0.2099], [0.0090, 1.4698, 0.1746], [0.3033, 0.8561, -0.9297], [-0.0748, -1.2152, 1.0817], [-1.2188, -1.8054, -0.1505], [-1.8063, -0.9301, 1.2714], [-1.8370, 0.6233, -0.6848], [0.0615, 2.4168, 0.6803], [0.7923, 0.8798, -1.8881], [2.2631, -0.5011, -0.0752], [1.7002, 0.1220, 0.4013], [1.6989, -1.2753, -0.2074]],
  "energy_ha": -232.33396,
  "smiles": "CC1C=C1.O",
  "lumo_ev": 1.074
}

4.
{
  "formula": "C15H14O3",
  "method": "wB97M-V/def2-TZVPD",
  "elements": ["C", "C", "C", "C", "C", "C", "C", "O", "C", "O", "C", "C", "C", "C", "C", "C", "C", "O", "H", "H", "H", "H", "H", "H", "H", "H", "H", "H", "H", "H", "H", "H"],
  "coordinates": [[-3.9584, -0.5182, -0.8136], [-3.3409, 0.2086, 0.3408], [-4.1194, 0.0775, 1.6194], [-2.2206, 0.9185, 0.3008], [-1.3098, 1.1388, -0.8758], [0.0151, 0.4823, -0.6110], [0.1251, -0.8654, -0.5197], [-0.9136, -1.6929, -0.7014], [1.3972, -1.5604, -0.2193], [1.3886, -2.7830, -0.1497], [2.5844, -0.7231, -0.0328], [3.8145, -1.3132, 0.2426], [4.9417, -0.5281, 0.4122], [4.8456, 0.8503, 0.3087], [3.6223, 1.4448, 0.0367], [2.4836, 0.6691, -0.1342], [1.1861, 1.3418, -0.4182], [1.1160, 2.5568, -0.4898], [-4.0602, -1.5750, -0.5665], [-4.9552, -0.1243, -1.0106], [-3.3673, -0.4393, -1.7187], [-3.6802, 0.6741, 2.4144], [-5.1499, 0.3963, 1.4715], [-4.1395, -0.9643, 1.9369], [-1.8705, 1.3923, 1.2082], [-1.7433, 0.7266, -1.7865], [-1.1371, 2.2077, -1.0101], [-0.5685, -2.6008, -0.5717], [3.8654, -2.3894, 0.3193], [5.8943, -0.9905, 0.6256], [5.7249, 1.4645, 0.4383], [3.5297, 2.5180, -0.0460]],
  "energy_ha": -805.71150,
  "smiles": "CC(C)=CCC1=C(O)C(=O)c2ccccc2C1=O",
  "lumo_ev": -1.317
}

Repeat the second record exactly.
{
  "formula": "C3H10OSSi",
  "method": "wB97M-V/def2-TZVPD",
  "elements": ["C", "C", "C", "O", "Si", "S", "H", "H", "H", "H", "H", "H", "H", "H", "H", "H"],
  "coordinates": [[-0.8428, 0.2103, -1.6633], [1.6315, 0.9584, 0.8389], [-0.3129, -0.6178, -0.5096], [2.1114, -1.5033, 0.1895], [-1.4350, -0.4460, 1.0487], [1.4933, -0.3252, -0.3751], [-1.4016, -0.3813, -2.3848], [-0.0515, 0.7268, -2.2784], [-1.5025, 1.0160, -1.2977], [2.7075, 1.2214, 0.9103], [1.3351, 0.4264, 1.7950], [1.1118, 1.7256, 0.3264], [-0.2390, -1.6333, -0.8223], [-2.6839, -1.4166, 1.0102], [-1.3830, 1.0577, 1.1516], [-0.5383, -1.0193, 2.0606]],
  "energy_ha": -883.13080,
  "lumo_ev": 0.741
}